15
Properties=species:S:1:pos:R:3:nbo_charge:R:1 method="wB97M-V/def2-TZVPD" charge=+1 total_energy_ha=-266.9575 relative_energy_kcal_mol=88.95 lumo_ev=-4.1 largest_force_ev_per_a=3.51 smiles=[NH3+][C@@H]1CN2C[C@H]12 orbital_gap_ev=9.90
N 1.66222 0.23730 -0.13944 -0.734
C 0.44228 -0.35472 0.58263 -0.087
C -0.45780 -1.27414 -0.30495 -0.231
N -1.63018 -0.45457 0.04065 -0.290
C -1.34800 0.91894 -0.45958 -0.255
C -0.72793 0.50519 0.84063 -0.133
H 2.43763 -0.50176 -0.30386 0.473
H 2.20370 0.90122 0.52513 0.451
H 1.23402 0.84727 -0.93266 0.472
H 0.68658 -0.81700 1.55707 0.249
H -0.34139 -1.21961 -1.33476 0.200
H -0.37729 -2.21606 0.06746 0.226
H -2.23233 1.49794 -0.50505 0.260
H -0.67449 0.98913 -1.39261 0.162
H -0.87701 0.94087 1.75933 0.236